63
Properties=species:S:1:pos:R:3 method="wB97M-V/def2-TZVPD" e_above_lowest_kcal_mol=0.0 homo_lumo_gap_ha="0.225 / 0.215" total_energy_ha=-4848.2444 multiplicity=8
C -1.849 -3.804 -0.980
C -0.994 -2.705 -0.957
N -1.435 -1.443 -0.650
C -2.762 -1.318 -0.355
C -3.640 -2.398 -0.298
C -3.178 -3.668 -0.615
C 0.454 -2.999 -1.273
P 1.680 -1.800 -0.511
Gd 0.106 0.361 0.345
P -2.305 1.521 -0.403
C -3.319 0.012 0.132
C 1.753 1.807 -0.894
C 2.823 1.888 0.024
C 3.605 3.055 0.099
C 3.448 4.056 -0.885
C 2.437 3.956 -1.846
C 1.555 2.856 -1.819
O 1.086 -2.555 -3.883
O 1.375 0.106 -3.630
H -1.414 -4.778 -1.251
H -4.650 -2.219 0.097
H -3.816 -4.535 -0.516
C 2.283 -2.606 1.028
C 3.258 -1.799 -1.426
H -4.361 0.170 -0.233
H -3.294 0.020 1.246
H 0.653 -2.905 -2.405
H 0.707 -4.028 -0.941
C -2.783 2.905 0.721
C -3.206 1.992 -1.911
H 3.043 1.040 0.713
H 4.320 3.184 0.915
H 4.093 4.922 -0.873
H 2.299 4.721 -2.616
H 0.713 2.828 -2.507
H 0.863 0.309 -2.798
H 2.131 0.729 -3.561
H 1.153 -1.559 -3.814
H 0.345 -2.737 -4.476
H 0.533 0.598 -1.536
H 2.907 -3.513 0.889
H 2.882 -1.858 1.579
H 1.432 -2.828 1.690
H 3.792 -2.764 -1.470
H 3.135 -1.415 -2.443
H 3.919 -1.067 -0.932
H -4.236 2.360 -1.739
H -2.618 2.764 -2.430
H -3.235 1.134 -2.594
H -3.848 3.215 0.652
H -2.539 2.710 1.776
H -2.136 3.775 0.492
Cl 0.471 2.924 2.484
C 0.085 1.523 3.466
C -0.180 0.336 2.803
C -0.554 -0.796 3.512
Cl -0.899 -2.261 2.626
C -0.677 -0.736 4.915
Cl -1.266 -2.083 5.754
C -0.350 0.432 5.611
Cl -0.401 0.460 7.323
C 0.045 1.563 4.877
Cl 0.559 2.948 5.702

69
Properties=species:S:1:pos:R:3 method="wB97M-V/def2-TZVPD" e_above_lowest_kcal_mol=0.0 total_charge=-2 homo_lumo_gap_ha="0.244 / 0.244" total_energy_ha=-4227.2125 multiplicity=5
Cr 0.697 0.174 0.942
N -5.838 2.544 -2.270
C -4.942 1.479 -2.081
C -3.598 1.655 -2.425
C -2.672 0.675 -2.143
C -3.080 -0.514 -1.546
C -4.417 -0.733 -1.267
C -5.349 0.255 -1.550
S -1.832 -1.586 -0.911
O -0.793 -1.709 -1.901
O -2.457 -2.802 -0.446
N -1.198 -0.720 0.298
C -1.883 -0.315 1.398
N -3.158 -0.591 1.705
C -3.593 -0.040 2.830
C -2.822 0.743 3.673
C -1.511 0.967 3.281
N -1.063 0.447 2.161
H -5.384 3.414 -1.994
H -6.661 2.432 -1.695
H -3.283 2.604 -2.842
H -1.620 0.848 -2.334
H -4.711 -1.653 -0.777
H -6.391 0.105 -1.286
H -4.633 -0.238 3.078
H -3.233 1.171 4.575
H -0.798 1.559 3.845
N 4.358 0.666 1.429
C 4.141 0.863 2.854
C 2.692 1.220 3.220
O 2.490 1.628 4.362
O 1.784 1.033 2.338
H 3.620 0.083 1.049
H 5.246 0.220 1.244
H 4.770 1.671 3.231
H 4.372 -0.017 3.473
C 0.797 -2.630 2.468
Si 1.953 -2.761 0.990
C 1.339 -4.192 -0.068
C 3.646 -3.215 1.705
N 2.001 -1.241 0.176
C 2.679 -1.040 -0.990
C 3.468 -1.984 -1.679
C 4.142 -1.673 -2.854
C 4.076 -0.404 -3.407
C 3.312 0.565 -2.756
C 2.656 0.234 -1.601
F 1.920 1.197 -0.980
H 1.002 -3.463 3.150
H -0.252 -2.692 2.166
H 0.943 -1.706 3.038
H 1.105 -5.050 0.575
H 2.062 -4.524 -0.818
H 0.428 -3.893 -0.587
H 3.608 -4.193 2.199
H 3.933 -2.468 2.454
H 4.434 -3.245 0.949
H 3.541 -2.991 -1.287
H 4.724 -2.447 -3.342
H 4.599 -0.163 -4.324
H 3.217 1.576 -3.132
C -1.034 4.561 -2.885
O -2.229 4.735 -2.137
C -2.311 4.179 -0.881
S -3.805 4.465 -0.145
S -0.992 3.355 -0.265
H -0.816 3.505 -3.049
H -0.178 5.000 -2.371
H -1.214 5.067 -3.834

61
Properties=species:S:1:pos:R:3 method="wB97M-V/def2-TZVPD" total_charge=+1 homo_lumo_gap_ha=0.320 total_energy_ha=-1632.0826
C 0.739 1.048 3.823
C 0.980 2.022 2.807
C 1.152 1.737 1.241
C 2.038 0.406 0.928
N 1.848 0.172 -0.566
C 0.488 -0.346 -0.917
C 0.253 -1.914 -0.709
C 1.552 -2.850 -0.802
C 1.982 -3.375 0.678
O 1.010 -4.421 0.990
C 1.237 -4.969 2.314
C -0.592 0.409 0.047
C -2.043 0.538 -0.611
F -2.256 1.898 -1.050
F -2.151 -0.262 -1.821
C -3.260 0.111 0.310
C -3.204 -0.325 1.787
C -4.458 -0.781 2.629
C -5.838 -0.795 1.936
C -5.909 -0.311 0.460
C -7.382 -0.318 -0.207
F -7.235 -0.070 -1.590
F -8.017 -1.553 0.089
F -8.133 0.714 0.446
C -4.685 0.139 -0.369
N -0.136 1.781 0.459
H 1.432 1.089 4.746
H -0.098 0.275 3.839
H 1.047 3.120 3.157
H 1.793 2.613 0.829
H 1.554 -0.435 1.544
H 3.132 0.515 1.224
H 1.911 1.134 -0.980
H 2.644 -0.350 -0.966
H 0.318 -0.091 -2.031
H -0.458 -2.253 -1.557
H -0.297 -2.197 0.264
H 1.224 -3.811 -1.358
H 2.428 -2.428 -1.399
H 1.874 -2.570 1.485
H 3.065 -3.753 0.711
H 0.197 -5.024 2.823
H 1.925 -4.350 2.981
H 1.571 -6.073 2.218
H -0.634 -0.217 1.002
H -2.213 -0.334 2.347
H -4.281 -1.117 3.716
H -6.729 -1.160 2.551
H -4.815 0.486 -1.460
H -0.890 2.197 1.035
N 4.346 3.389 -1.949
C 5.426 3.293 -2.743
C 5.362 3.197 -4.124
C 4.111 3.194 -4.724
C 2.978 3.290 -3.928
C 3.148 3.386 -2.557
H 6.380 3.296 -2.226
H 6.266 3.125 -4.714
H 4.020 3.119 -5.802
H 1.986 3.290 -4.363
H 2.293 3.468 -1.891

68
Properties=species:S:1:pos:R:3 method="wB97M-V/def2-TZVPD" e_above_lowest_kcal_mol=18.1 homo_lumo_gap_ha="0.195 / 0.195" total_energy_ha=-4491.7950
Zr 0.218 -0.701 0.228
C -2.593 1.269 -2.431
C -1.465 1.018 -1.477
N -0.492 0.121 -1.751
N -0.609 -0.477 -2.990
C 0.396 -1.163 -3.556
N 0.106 -1.688 -4.784
S 1.850 -1.383 -2.796
C -1.257 1.807 -0.323
C -2.086 2.896 0.032
C -1.721 3.711 1.060
C -0.512 3.471 1.723
C 0.250 2.368 1.424
N -0.165 1.471 0.466
H -3.140 0.348 -2.669
H -3.322 1.956 -2.017
H -2.229 1.694 -3.372
H -1.529 -0.519 -3.402
H -0.590 -1.241 -5.360
H 0.895 -2.080 -5.268
H -2.980 3.107 -0.533
H -2.335 4.558 1.337
H -0.172 4.147 2.495
H 1.397 1.374 2.923
C -4.043 -0.007 1.028
C -2.744 -0.628 0.634
N -1.673 -0.540 1.393
N -1.818 -0.040 2.653
C -0.754 -0.255 3.372
N -0.747 0.225 4.653
S 0.673 -1.069 2.807
C -2.608 -1.533 -0.485
C -3.666 -1.930 -1.314
C -3.459 -2.918 -2.251
C -2.197 -3.507 -2.365
C -1.181 -3.039 -1.566
N -1.363 -2.064 -0.661
H -3.848 0.980 1.448
H -4.538 -0.595 1.804
H -4.716 0.092 0.178
H -1.647 0.469 5.036
H -0.087 -0.193 5.285
H -4.645 -1.490 -1.189
H -4.276 -3.251 -2.877
H -2.003 -4.303 -3.069
H -0.172 -3.423 -1.651
O 2.213 -1.461 0.249
N 1.711 -2.663 0.101
C 2.534 -3.649 0.005
C 1.988 -4.958 -0.207
N 1.562 -6.008 -0.391
C 3.957 -3.462 0.066
N 5.094 -3.312 0.115
C 4.119 0.311 2.188
Ge 3.279 1.852 1.317
C 3.182 1.611 -0.621
C 4.406 3.436 1.569
C 1.523 2.165 2.183
H 5.112 0.142 1.768
H 3.531 -0.591 2.058
H 4.232 0.505 3.257
H 4.065 1.068 -0.964
H 3.194 2.594 -1.095
H 2.315 1.065 -0.990
H 5.399 3.233 1.168
H 4.512 3.712 2.619
H 3.985 4.286 1.030
H 1.686 3.083 2.754